{"formula": "C4H15N5", "method": "ωB97M-V/def2-TZVPD", "elements": ["N", "N", "N", "N", "N", "C", "C", "C", "C", "H", "H", "H", "H", "H", "H", "H", "H", "H", "H", "H", "H", "H", "H", "H"], "xyz": [[1.41811, 0.93366, -1.01018], [-0.60125, 2.13127, 1.51307], [-1.25541, 1.53107, 0.40855], [0.88145, -0.22635, -0.38726], [-1.22150, -0.51265, 1.44338], [0.97691, -1.32981, -1.32892], [-2.08649, -0.30239, -0.89775], [-1.29947, 0.14304, 0.31507], [1.60324, -0.67600, 0.99704], [1.51547, 0.07093, 1.77847], [-1.28744, 2.24310, 2.25754], [1.21285, -1.63679, 1.31572], [2.01531, -1.66052, -1.47135], [2.66422, -0.77928, 0.73527], [2.40140, 0.80460, -1.26070], [0.07155, 1.45819, 1.88222], [1.37144, 1.70812, -0.35444], [-1.03807, 2.00657, -0.45752], [-2.08167, -1.38714, -0.97896], [0.58567, -1.02175, -2.29763], [-1.47806, -1.48963, 1.34461], [-3.11804, 0.03425, -0.80585], [-1.65279, 0.12438, -1.80251], [0.40257, -2.16689, -0.93785]], "homo_ev": -8.25, "total_charge": 0, "lumo_energy_ha": 0.03416, "de_lowest_kj_mol": 239.6, "total_energy_ev": -11839.0519}